1.
Here is a 9-piece molecular cluster, C24H49Cl2NO23 overall from OMol25. Energies are from the ωB97M-V functional and the def2-TZVPD basis.

Properties
Multiplicity   2
<S²>   0.75
Charge   -1
Frontier orbital gap (alpha / beta)   2.624 / 6.595 eV
DFT total energy   -3649.3545 a.u.
E_HOMO (alpha / beta)   -0.53 / -4.50 eV

```
99
C24H49Cl2NO23, DFT the ωB97M-V functional and the def2-TZVPD basis
H -8.769 0.385 -1.161
C 1.883 1.599 5.583
C -0.250 -4.319 4.599
C 3.746 4.860 -0.253
H 2.253 -0.873 -7.035
H -5.291 -1.550 4.247
H -1.939 -3.998 0.155
O 2.542 -1.294 -5.004
O -5.105 -1.219 -0.182
H -3.729 -2.724 0.330
C 1.105 -4.430 -1.293
H -1.234 -2.902 -0.965
H 1.415 -3.829 3.649
C 0.588 -4.503 3.425
H -5.008 -0.323 3.038
H 5.863 0.177 -4.114
C 4.878 6.070 -1.880
H 2.641 3.531 -3.168
O 4.163 6.015 -0.616
O 3.888 3.792 -0.838
H 1.445 1.178 6.488
C -3.433 0.259 5.150
H 0.214 -4.501 5.568
N 1.337 0.848 4.430
H 0.115 -4.222 2.484
H 1.325 4.107 1.913
C 1.628 3.613 -3.561
O -3.326 -0.776 4.296
H -7.445 1.592 -1.587
O -0.515 0.810 -0.278
H -1.401 -1.395 2.636
H -1.605 0.349 2.310
C 1.681 -1.146 -6.149
H 1.709 3.183 0.499
C -1.590 0.254 -4.463
O -0.293 0.738 -4.308
H 2.955 1.401 5.567
O -0.092 -4.668 -0.779
O 1.924 -5.353 -1.510
O 1.326 -3.151 -1.554
O -6.820 0.000 -0.677
O -4.279 1.189 5.171
O -5.536 -0.774 -2.338
C -4.528 -1.130 3.591
O 1.144 2.242 -3.732
C -4.110 -2.201 -0.547
H 0.820 -0.509 -5.944
C -1.352 -0.617 1.873
H -4.074 -1.895 2.960
H -2.179 0.473 -3.573
H 3.487 -3.281 -1.437
H -1.325 1.478 7.291
H 5.770 5.450 -1.961
O 0.032 -0.598 1.414
O 1.581 0.087 0.035
C 2.629 -2.796 -1.902
H -4.457 -2.955 -1.253
C 0.281 0.176 0.358
H -7.705 0.218 -2.584
H 1.242 1.540 -1.436
H 4.960 0.664 -2.594
H 1.564 4.091 -4.538
H -3.210 -1.876 -1.069
C -0.160 1.996 -4.142
Cl 1.186 -6.131 3.361
C -7.763 0.550 -1.547
O 2.893 4.923 0.861
H -2.113 -0.838 1.125
C -2.335 1.069 7.264
H 5.985 -0.800 -2.599
H -0.536 -3.246 0.669
O 1.644 -0.335 4.325
H 2.061 0.216 -1.988
C 3.554 -0.473 -4.806
C -0.976 -3.669 -0.235
Cl -0.553 -2.608 4.800
H -3.088 1.857 7.257
O 3.776 0.521 -5.493
H 2.739 3.028 1.952
O 0.557 1.505 3.751
H 2.893 1.392 -0.962
H -2.496 0.598 8.234
H -1.516 -0.828 -4.569
H 5.331 7.061 -1.882
H 2.797 -2.998 -2.960
O 4.374 -0.946 -3.779
H 1.656 2.652 5.416
C 2.162 3.717 1.335
H 1.260 -2.091 -6.490
C 1.975 0.815 -1.082
H 4.229 5.903 -2.740
H 2.747 -1.729 -1.712
O -2.448 0.131 6.148
H -1.089 -5.013 4.547
H -2.072 0.788 -5.282
C 5.355 -0.148 -3.205
O -0.940 2.914 -4.385
H 1.123 4.235 -2.821
C -5.751 -0.575 -1.144
```

Here are the Löwdin charges for atoms 1 to 6, given in e: number 1, H, carries 0.099; number 2, C, carries -0.052; number 3, C, carries -0.720; number 4, C, carries -0.586; number 5, H, carries 0.097; number 6, H, carries 0.096

---

2.
Here is C24H49ClN8O2 as an isolated structure from OMol25. Energies are from the ωB97M-V functional and the def2-TZVPD basis.

Properties
Charge   +4
Frontier orbital gap   8.961 eV
Relative energy (zero: lowest compared OMol25 entry of this formula, charge and spin)   1419.7 kJ/mol
DFT total energy   -1990.7727 a.u.
E_HOMO   -19.41 eV

```
84
C24H49ClN8O2, DFT the ωB97M-V functional and the def2-TZVPD basis
H 2.649 -0.332 -4.174
N -2.427 -4.746 -1.011
C 2.589 -0.724 1.864
H -0.044 -1.910 -1.847
C 1.611 -0.488 -3.880
N 2.710 3.094 -1.092
C -2.674 0.380 -1.361
H -6.347 -0.444 4.635
C -5.499 -0.514 3.955
H 0.350 3.042 2.068
H -4.450 -4.948 -0.628
H -2.389 -0.560 -1.833
N -0.652 -3.407 -0.614
H 1.083 0.741 1.213
C 3.056 1.898 -0.457
H -1.885 1.503 -2.624
H 0.962 0.066 2.784
H 1.215 3.642 3.489
H -0.638 2.041 -3.783
H -0.221 -0.264 -1.838
H -4.039 -4.443 -2.262
C 1.364 0.680 -2.938
O 3.235 1.848 2.831
H 2.323 1.286 0.049
H 6.305 1.729 1.527
H 6.137 0.569 -0.310
H -1.803 1.036 -1.376
H -1.148 0.556 0.990
H 3.104 -0.841 2.818
H -3.541 0.710 -1.934
N -2.967 0.149 0.050
C -1.837 -3.539 -1.293
H 2.180 -1.692 1.576
C -1.563 -5.422 -0.174
N 0.076 0.631 -2.201
C -2.204 0.384 1.138
H 1.575 4.815 -1.103
Cl 0.209 1.364 0.117
H 3.988 4.586 -1.936
H 0.489 -4.764 0.535
C 4.946 2.733 -1.235
C 1.387 3.753 -1.258
H -3.691 -6.066 -1.867
C 5.524 0.974 1.610
H 5.734 0.085 2.205
C -5.634 0.304 2.641
H -0.305 -1.291 1.131
C -0.437 -4.623 -0.003
C -0.981 1.215 -3.160
H -4.734 -0.113 4.621
O 2.216 1.491 -2.639
H -5.115 0.151 -0.145
H 4.743 1.570 2.083
C -0.428 -1.119 0.061
H 0.761 3.383 -0.447
H -2.273 -2.757 -1.897
H -2.727 0.852 3.272
H -5.825 1.300 3.040
H 3.188 -0.219 1.106
C 3.947 3.596 -1.506
H 1.733 -1.494 -3.479
C 2.007 1.680 2.701
H 5.984 2.614 -1.509
C 0.906 2.743 2.957
C -4.239 0.139 0.486
H 0.876 3.615 -2.211
N -4.332 0.314 1.856
H -6.605 0.149 2.170
N 1.554 0.424 2.049
H 0.194 -0.231 -0.049
H 0.242 2.316 3.709
C -3.009 0.523 2.283
H -1.795 -6.432 0.129
N 4.401 1.657 -0.493
H 4.673 -0.391 -0.065
H -5.317 -1.559 3.703
C 5.149 0.566 0.151
C -3.720 -5.068 -1.428
H -1.434 -0.703 0.116
H 1.238 -2.578 -0.792
H -1.247 0.423 -3.860
H 0.229 1.076 -1.307
C 0.202 -2.243 -0.839
H 1.131 -0.470 -4.859
```

Here are the Löwdin charges for atoms 1 to 6, given in e: number 1, H, carries 0.108; number 2, N, carries -0.091; number 3, C, carries 0.081; number 4, H, carries 0.094; number 5, C, carries 0.048; number 6, N, carries -0.080

---

3.
Here is C24H49ClP2Tl as an isolated structure from OMol25. Energies are from the ωB97M-V functional and the def2-TZVPD basis.

Properties
Charge   -1
Frontier orbital gap   3.626 eV
Relative energy (zero: lowest compared OMol25 entry of this formula, charge and spin)   0.0 kJ/mol
DFT total energy   -2259.2196 a.u.
E_HOMO   -1.23 eV

```
77
C24H49ClP2Tl, DFT the ωB97M-V functional and the def2-TZVPD basis
H 2.555 -3.022 -1.619
C -0.167 -4.033 0.353
C 3.016 2.221 -1.032
H -0.185 -5.645 -2.545
C -0.954 5.237 -2.175
C -3.090 -2.147 -0.831
H 1.320 -5.370 -3.426
Tl 0.413 -0.712 0.135
P 0.274 2.905 -0.978
C 1.325 3.721 1.529
H -1.078 -2.695 1.859
C -2.189 3.024 -2.199
C 2.398 4.486 -2.013
H -0.396 -5.021 -0.070
H 0.968 -2.240 3.707
H -3.709 -4.371 -2.145
H -1.499 3.029 1.311
H 0.135 -0.012 7.325
C 0.607 -3.580 -2.493
H 0.009 5.755 -2.231
P -0.403 -2.924 -1.101
H -0.690 1.923 6.006
H 1.984 -4.470 0.155
H 2.620 1.265 -0.663
H 1.804 4.969 -2.798
H 2.319 5.092 -1.098
C 0.627 -1.328 4.216
H -4.007 -1.973 -1.411
H 1.638 -2.976 1.080
C 0.146 -0.059 6.232
H -2.667 -1.162 -0.578
C 0.253 4.070 0.488
H 1.147 4.327 2.429
C -2.634 -4.408 -1.930
H 3.447 2.780 -0.189
C -2.138 -2.970 -1.710
C -0.316 1.016 4.104
H -2.137 -4.881 -2.789
H 0.031 -3.270 -3.385
H 1.768 2.551 -2.747
H 1.263 2.667 1.847
H 3.448 4.492 -2.332
H -0.668 1.863 3.505
H -0.337 3.450 -3.212
C -0.822 3.714 -2.254
C 0.622 -1.223 5.582
H -2.167 -3.994 1.272
H -0.831 -4.378 2.350
H -2.043 -2.462 -2.688
H 1.006 -2.041 6.197
C 1.966 -2.873 -2.539
C 1.284 -3.999 0.856
C -0.328 1.035 5.473
H 1.358 -5.466 -1.657
H 1.325 -4.573 1.792
H 2.542 -3.284 -3.381
C 0.770 -5.106 -2.513
H 1.830 -1.799 -2.700
H -1.066 4.536 2.133
H -2.850 3.457 -2.960
C -1.128 -3.741 1.509
H -2.669 3.143 -1.216
H -1.560 5.575 -3.027
Cl -0.116 0.091 -2.427
H -2.493 -5.037 -1.035
H 0.982 0.129 2.703
C 1.954 3.041 -1.775
H 2.344 3.920 1.178
H 0.469 5.067 0.069
H -1.464 5.550 -1.253
H -0.678 -0.578 2.714
C -1.138 4.059 1.144
H -1.890 4.600 0.554
H 3.829 1.985 -1.733
H -3.363 -2.677 0.093
C 0.146 -0.198 3.350
H -2.069 1.953 -2.393
```

Here are the Löwdin charges for atoms 1 to 6, given in e: number 1, H, carries 0.071; number 2, C, carries -0.574; number 3, C, carries -0.136; number 4, H, carries 0.057; number 5, C, carries -0.131; number 6, C, carries -0.116

---

4.
Here is a 3-piece molecular cluster, C24H49FN5O2 overall from OMol25. Energies are from the ωB97M-V functional and the def2-TZVPD basis.

Properties
Multiplicity   3
<S²>   2.01
Charge   +1
Frontier orbital gap (alpha / beta)   5.051 / 5.734 eV
Relative energy (zero: lowest compared OMol25 entry of this formula, charge and spin)   151.9 kJ/mol
DFT total energy   -1467.5243 a.u.
E_HOMO (alpha / beta)   -10.24 / -10.92 eV

```
81
C24H49FN5O2, DFT the ωB97M-V functional and the def2-TZVPD basis
H -1.769 -3.598 2.764
H -0.221 -1.523 -4.755
O -0.148 -0.091 3.683
C 4.037 0.656 -2.382
C 2.667 4.006 0.023
H 3.935 -0.368 -2.012
C 3.974 4.179 -0.743
H 4.824 4.171 -0.055
H 4.386 2.728 1.727
C -0.438 -3.595 4.452
H -3.002 -2.726 5.196
H 0.463 1.355 -5.704
N -1.016 -0.704 4.495
H 5.091 3.207 -2.300
C -0.233 -1.315 5.610
C -5.823 -0.760 -6.095
H -0.309 -2.662 2.527
C 0.465 -2.629 5.210
H -3.638 -1.121 4.811
H 5.159 0.394 0.130
H 3.363 3.247 -2.574
H -2.882 -0.002 2.610
H 4.986 0.720 -2.918
N -2.596 -1.966 -6.114
N -4.719 -2.387 -4.804
H -1.545 -0.691 1.675
H -0.576 -1.762 7.723
C -0.457 -0.706 -5.489
C 3.998 1.672 -1.219
C -1.843 -1.619 3.657
H 0.413 0.605 6.447
H 1.655 -0.179 5.456
H 6.132 1.232 -1.073
C -3.145 -2.003 4.396
C 3.352 2.420 1.866
H -3.999 -2.455 -4.073
H -3.851 -2.477 3.710
H 3.342 1.382 2.209
H -4.659 -1.236 -7.786
H -4.745 -0.236 -4.257
H -1.773 -0.678 7.029
H 5.556 2.109 0.303
H 1.312 -0.782 7.060
H -5.582 0.330 -6.205
H 1.840 4.240 -0.658
C 2.474 2.594 0.607
H -6.934 -0.884 -6.158
C 5.271 1.338 -0.409
C 1.032 2.504 1.158
H -1.015 1.290 -4.683
N 2.780 1.508 -0.372
H 0.520 0.669 -3.952
H 2.619 4.750 0.824
C -1.160 -1.559 6.822
H -1.817 -2.418 6.707
C -1.974 -0.622 -5.886
C 0.847 -0.358 6.168
H 0.129 -0.839 -6.446
H 0.880 3.227 1.962
C -2.351 -0.927 2.373
C -0.052 0.742 -4.913
H 0.826 1.510 1.566
N -4.964 -1.683 -6.916
C -5.439 -1.083 -4.562
H -3.044 -1.577 1.833
H 0.154 -4.444 4.099
H 0.858 -3.129 6.101
C -3.931 -2.019 -5.978
H 3.985 5.160 -1.226
H -1.198 -4.013 5.119
H -2.582 -0.156 -5.051
O 1.731 1.400 -1.194
H -2.011 -2.783 -6.308
H 3.254 0.833 -3.122
H 1.333 -2.407 4.579
F -2.235 0.150 -7.034
C 4.124 3.092 -1.800
H 0.279 2.727 0.400
C -1.087 -2.900 3.261
H 2.976 3.033 2.688
H -6.263 -1.105 -3.806
```

Here are the Löwdin charges for atoms 1 to 6, given in e: number 1, H, carries 0.123; number 2, H, carries 0.124; number 3, O, carries -0.031; number 4, C, carries -0.048; number 5, C, carries -0.135; number 6, H, carries 0.089

---

The highest DFT total energy belongs to which entry? C24H49FN5O2

---

DFT total energy of number 2 (C24H49ClN8O2)? -1990.7727 a.u.